P) DFT (wB97M-V/def2-TZVPD) results for a cluster of 2 separate species, C3H6FNO2 in total.

```
13
Properties=species:S:1:pos:R:3:nbo_charge:R:1
F -0.25 1.91 0.45 -0.345
O -1.23 -1.51 0.02 -0.697
O -2.35 0.32 -0.54 -0.523
N 0.61 0.01 1.45 -0.877
C -1.35 -0.13 -0.06 0.712
C 0.90 0.20 -1.36 -0.626
C -0.09 0.54 0.41 0.443
H -0.07 -0.62 2.02 0.391
H 0.73 1.04 -2.00 0.210
H 1.16 0.66 2.08 0.423
H -0.38 -1.80 0.18 0.476
H 1.95 0.11 -0.96 0.211
H 0.36 -0.72 -1.69 0.202
```

For the lowest unoccupied orbital energy, the calculation gives 0.6 eV. The frontier orbital gap is 9.91 eV. The HOMO energy is -9.358 eV.

---

Q) DFT (wB97M-V/def2-TZVPD) results for the molecule C3H6FNO2.

```
13
Properties=species:S:1:pos:R:3:nbo_charge:R:1
F 1.21 -1.26 -0.65 -0.351
O -2.39 0.91 -0.49 -0.590
O -0.19 -0.17 0.84 -0.380
N -1.34 -0.85 0.49 -0.336
C 0.80 -0.02 -0.31 0.468
C -2.35 -0.24 -0.17 0.498
C 1.91 0.86 0.20 -0.677
H -3.16 -0.97 -0.36 0.111
H 0.24 0.40 -1.16 0.164
H 2.76 0.24 0.48 0.233
H -1.28 -1.86 0.58 0.385
H 2.22 1.58 -0.54 0.229
H 1.56 1.38 1.09 0.247
```

For the lowest unoccupied orbital energy, the calculation gives 0.9 eV. As for the structure (SMILES): C[C@@H](F)ONC=O. The frontier orbital gap is 10.94 eV. The HOMO energy is -10.057 eV.

---

R) DFT (wB97M-V/def2-TZVPD) results for a cluster of 2 separate species, C3H6FNO2 in total.

```
13
Properties=species:S:1:pos:R:3:nbo_charge:R:1
F -0.89 1.86 0.18 -0.341
O -1.23 -1.65 0.50 -0.541
O -2.68 -0.24 -0.55 -0.692
N 0.82 0.48 0.66 -0.594
C -0.43 0.57 0.15 0.520
C 1.81 -0.51 0.24 -0.405
C -1.48 -0.57 0.11 0.718
H 2.38 0.00 -0.48 0.201
H 1.29 1.33 0.55 0.391
H -0.57 0.21 -1.88 -0.195
H 1.42 -1.47 0.03 0.238
H 2.43 -0.66 1.14 0.208
H -2.88 0.64 -0.66 0.492
```

For the lowest unoccupied orbital energy (spin up / spin down), the calculation gives -0.3 / -0.3 eV. The frontier orbital gap (spin up / spin down) is 7.92 / 8.42 eV. The HOMO energy (spin up / spin down) is -8.249 / -8.698 eV.

---

Of them, Q) has the highest stability.

---

P) DFT (wB97M-V/def2-TZVPD) results for the molecule C16H20N2O6S.

```
45
Properties=species:S:1:pos:R:3:nbo_charge:R:1
S -0.57 -1.31 1.42 2.280
O -0.23 -2.55 2.29 -0.993
O 3.07 -2.93 -3.29 -0.464
O -1.32 -0.49 2.29 -0.952
O -2.97 5.02 2.08 -0.501
O -1.50 0.84 -0.40 -0.620
O 2.93 -4.20 -1.16 -0.524
N 0.76 -0.52 0.87 -0.657
N -1.36 2.31 1.22 -0.626
C -2.69 5.12 -0.28 -0.302
C 1.95 -0.99 -2.75 -0.327
C -1.52 -2.04 0.21 -0.941
C 3.41 -2.31 -4.59 -0.296
C 2.36 -3.08 -1.22 0.376
C -2.89 4.25 0.67 0.284
C 1.69 -2.44 -0.17 -0.372
C 2.84 -5.09 0.24 -0.178
C 0.60 0.89 1.11 -0.238
C 2.51 -2.27 -2.44 0.307
C -0.87 1.45 0.34 0.689
C 1.47 -1.04 -0.31 0.095
C 1.47 -0.41 -1.54 -0.177
C -2.91 2.76 0.99 -0.269
C -2.80 6.36 1.43 0.159
C -2.66 6.48 0.02 -0.337
H -1.86 -1.22 -0.37 0.265
H -3.43 2.42 1.84 0.246
H 1.57 -2.90 0.75 0.243
H 2.50 -2.12 -5.23 0.190
H -2.54 -2.58 0.48 0.285
H 3.34 -4.61 0.89 0.174
H 3.89 -3.24 -5.27 0.223
H 3.28 -5.86 -0.31 0.215
H -2.56 4.75 -1.31 0.236
H 0.49 1.19 2.10 0.226
H -1.06 2.64 2.13 0.417
H -3.06 7.06 2.19 0.189
H 1.18 0.49 -1.48 0.173
H -2.40 7.42 -0.29 0.250
H -0.86 -2.84 -0.30 0.270
H 3.88 -1.33 -4.53 0.201
H -3.03 2.51 0.02 0.235
H 1.81 -5.12 0.49 0.201
H 1.00 1.24 0.46 0.162
H 2.20 -0.56 -3.52 0.183
```

For the lowest unoccupied orbital energy, the calculation gives 0.6 eV. As for the structure (SMILES): COc1ccc(N(CC(=O)NCc2ccco2)S(C)(=O)=O)cc1OC. The frontier orbital gap is 7.99 eV. The HOMO energy is -7.348 eV.

---

Q) DFT (wB97M-V/def2-TZVPD) results for the molecule C16H20N2O6S.

```
45
Properties=species:S:1:pos:R:3:nbo_charge:R:1
S -2.30 -2.21 -1.48 1.478
O 2.33 2.09 -2.15 -0.518
O -0.66 -4.01 1.62 -0.662
O -1.61 0.39 1.22 -0.559
O -1.10 3.03 -1.92 -0.580
O -1.47 -3.39 -1.51 -0.957
O -0.35 -2.19 2.90 -0.583
N -2.09 -1.56 0.17 -0.675
N -0.10 0.98 -1.45 -0.643
C -4.51 -1.10 1.71 -0.616
C -1.12 -1.08 -2.11 -0.628
C -1.59 -0.24 0.20 0.674
C 3.62 2.29 -1.72 0.307
C 5.28 2.73 0.07 -0.191
C -1.34 0.24 -1.29 -0.147
C 5.97 2.46 -2.25 -0.195
C -0.06 2.39 -1.75 0.678
C 3.95 2.42 -0.30 -0.286
C 1.35 2.94 -1.53 -0.144
C -0.98 -2.81 2.08 0.789
C -2.36 -2.34 1.45 -0.135
C -3.78 -2.78 3.54 -0.621
C 4.67 2.31 -2.63 -0.273
C 6.34 2.70 -0.91 -0.226
C -3.31 -1.67 2.48 -0.224
H 0.77 0.53 -1.60 0.408
H -2.20 0.78 -1.71 0.261
H -4.48 -2.40 4.37 0.223
H -0.13 -1.49 -2.04 0.255
H 5.45 2.93 1.09 0.214
H 7.34 2.83 -0.54 0.221
H -1.46 -0.95 -3.17 0.243
H -5.13 -0.59 2.44 0.218
H -2.90 -3.29 1.15 0.237
H 4.45 2.35 -3.73 0.226
H -2.94 -3.24 4.07 0.220
H -4.47 -3.51 2.99 0.202
H -5.11 -1.75 1.16 0.203
H 1.53 2.96 -0.47 0.210
H -2.85 -0.90 3.08 0.242
H 6.70 2.46 -3.05 0.218
H 3.21 2.28 0.48 0.218
H 1.36 3.87 -1.97 0.201
H -4.23 -0.27 1.07 0.216
H 0.28 -4.21 1.97 0.501
```

For the lowest unoccupied orbital energy, the calculation gives 0.5 eV. The frontier orbital gap is 9.48 eV. The HOMO energy is -8.991 eV.

---

Of them, Q) has the highest stability.

---

P) DFT (wB97M-V/def2-TZVPD) results for a cluster of 2 separate species, BH4NS in total.

```
7
Properties=species:S:1:pos:R:3:nbo_charge:R:1
S -2.10 0.11 0.08 -0.287
N 0.51 1.09 -0.01 -1.146
B -0.31 -0.02 -0.11 0.593
H 0.18 2.01 -0.29 0.406
H 0.48 -1.90 -0.08 -0.197
H 1.37 1.17 0.54 0.429
H -2.79 -1.12 0.28 0.202
```

For the lowest unoccupied orbital energy, the calculation gives 0.4 eV. The frontier orbital gap is 9.32 eV. The HOMO energy is -8.909 eV.

---

Q) DFT (wB97M-V/def2-TZVPD) results for a cluster of 2 separate species, BH4NS in total.

```
7
Properties=species:S:1:pos:R:3:nbo_charge:R:1
S 1.30 -0.76 0.88 -0.284
N -0.35 1.04 -0.42 -1.098
B -0.32 -0.13 0.22 0.462
H -1.22 1.48 -0.81 0.426
H -1.38 -1.17 -0.33 -0.081
H 0.56 1.58 -0.51 0.412
H 1.42 -2.05 0.97 0.162
```

For the lowest unoccupied orbital energy, the calculation gives 0.6 eV. The frontier orbital gap is 10.01 eV. The HOMO energy is -9.459 eV.

---

Of them, Q) has the highest stability.